No. 1
Here is a structure of composition C40H33BCl7F5N3O2PSi2W from the OMol25 dataset. Energies are from the ωB97M-V functional and the def2-TZVPD basis.

XYZ file:
```
95
Properties=species:S:1:pos:R:3:forces:R:3:mulliken_charge:R:1
W -0.2955 0.9357 0.2828 0.1 -0.2 0.3 -0.8356
O -1.8064 -2.1299 -1.0084 0.1 0.0 -0.1 -0.7526
C -0.6017 -1.9471 -1.0506 -0.3 0.0 0.0 0.0043
O -0.0143 -0.8367 -0.7646 0.4 0.0 0.1 0.5476
C 0.2961 -3.1191 -1.4179 0.0 0.1 -0.1 -0.1469
C -0.3888 -4.2424 -1.8929 0.0 0.0 0.0 -0.7422
C 0.2714 -5.4112 -2.2095 0.1 0.0 0.0 -0.6767
C 1.6499 -5.4855 -2.0318 -0.1 0.0 0.0 -0.9002
C 2.3310 -4.3816 -1.5596 0.0 0.0 0.0 -0.4325
C 1.6822 -3.1755 -1.2669 0.2 0.0 0.0 0.2883
P 2.7261 -1.7817 -0.5999 -0.1 -0.1 0.0 1.6257
C 4.1876 -1.8458 -1.7112 0.0 0.0 0.0 0.1713
C 4.1628 -2.3495 -3.0099 0.0 0.1 0.0 -0.5373
C 5.2735 -2.2380 -3.8338 0.0 0.0 0.0 -0.7276
C 6.4296 -1.6198 -3.3803 0.0 0.0 0.0 -0.5580
C 6.4597 -1.0908 -2.0976 0.0 0.0 0.0 -0.7229
C 5.3441 -1.1913 -1.2808 0.0 0.0 0.0 -0.5580
C 3.3291 -2.7487 0.8638 0.0 0.1 0.0 0.7241
C 4.5949 -3.2925 1.0566 0.0 -0.1 0.0 -0.5476
C 4.9013 -3.9872 2.2225 0.0 0.0 0.0 -0.6669
C 3.9495 -4.1457 3.2171 0.0 0.0 0.0 -0.6104
C 2.6843 -3.5961 3.0414 0.0 0.0 0.0 -0.5225
C 2.3837 -2.9015 1.8830 0.0 0.0 0.0 -0.6544
H -1.4620 -4.1559 -1.9933 0.0 0.0 0.0 0.5313
H -0.2834 -6.2647 -2.5810 0.0 0.0 0.0 0.3749
H 2.1890 -6.3983 -2.2573 0.0 0.0 0.0 0.4187
H 3.4031 -4.4452 -1.4149 0.0 0.0 0.0 0.4688
H 3.2584 -2.7954 -3.3963 0.0 0.0 0.0 0.4397
H 5.2225 -2.6184 -4.8469 0.0 0.0 0.0 0.3763
H 7.2918 -1.5274 -4.0302 0.0 0.0 0.0 0.3604
H 7.3439 -0.5775 -1.7378 0.0 0.0 0.0 0.3943
H 5.3665 -0.7377 -0.2948 0.0 0.0 0.0 0.4904
H 5.3476 -3.1980 0.2845 0.0 0.0 0.0 0.3979
H 5.8929 -4.4078 2.3476 0.0 0.0 0.0 0.3959
H 4.1909 -4.6839 4.1261 0.0 0.0 0.0 0.3450
H 1.9332 -3.6935 3.8162 0.0 0.0 0.0 0.4196
H 1.3989 -2.4592 1.7630 0.0 0.0 0.0 0.2250
C -4.4506 2.5132 1.9203 0.0 0.0 0.0 -1.2385
Si -2.5934 2.8170 1.9692 0.0 0.1 0.0 0.9361
C -2.3072 4.2119 0.7552 0.0 0.0 0.0 -0.7974
C -2.1162 3.5795 3.6490 0.0 0.0 0.0 -1.5212
N -1.7316 1.2674 1.7500 0.0 -0.1 -0.1 0.7196
C -2.1039 0.2904 2.6918 0.0 0.0 0.0 1.2923
C -2.8462 0.5384 3.8625 0.0 0.0 -0.1 -0.9832
C -3.2043 -0.4598 4.7571 0.0 0.0 0.0 -1.1880
C -2.8463 -1.7793 4.5407 0.0 0.0 0.0 -0.7552
C -2.1130 -2.0730 3.4020 0.0 0.0 0.0 -0.9499
C -1.7692 -1.0586 2.5422 0.0 0.0 0.0 -0.7626
F -1.0219 -1.3924 1.4745 -0.1 0.0 0.0 0.6617
H -4.9570 3.3154 2.4690 0.0 0.0 0.0 0.3674
H -4.7638 1.5547 2.3308 0.0 0.0 0.0 0.4072
H -4.7799 2.5453 0.8805 0.0 0.0 0.0 0.2540
H -3.2424 4.7826 0.7609 0.0 0.0 0.0 0.4517
H -2.1246 3.9130 -0.2715 0.0 0.0 0.0 -0.0694
H -1.5071 4.8761 1.0899 0.0 -0.1 0.0 0.2552
H -1.7246 4.5879 3.4943 0.0 0.0 0.0 0.3753
H -1.3440 2.9993 4.1580 0.0 0.0 0.0 0.3184
H -2.9782 3.6557 4.3179 0.0 0.0 0.0 0.4740
H -3.1636 1.5378 4.0985 0.0 0.1 0.0 0.3076
H -3.7756 -0.1865 5.6363 0.0 0.0 0.0 0.4101
H -3.1261 -2.5606 5.2352 0.0 0.0 0.0 0.3669
H -1.7892 -3.0768 3.1588 0.0 0.0 0.0 0.4529
Cl 1.1767 3.6626 2.4916 0.0 0.1 0.0 -0.1485
C 1.1729 4.4736 0.9597 0.0 0.0 0.0 1.2794
C 1.7492 5.7291 0.8802 0.0 0.0 0.0 -0.7400
C 1.7416 6.4128 -0.3246 0.0 0.0 0.0 -0.4960
C 1.1494 5.8401 -1.4393 0.0 0.0 0.0 -0.5812
C 0.5734 4.5847 -1.3498 0.0 0.0 0.0 0.8972
Cl -0.1761 3.9005 -2.7352 0.0 0.0 0.0 -0.1360
C 0.5731 3.8548 -0.1458 0.2 0.0 -0.3 -1.7209
N -0.0002 2.6245 -0.0713 -0.4 0.0 0.3 1.5008
H 2.2009 6.1544 1.7659 0.0 0.0 0.0 0.4329
H 2.1961 7.3928 -0.3939 0.0 0.0 0.0 0.3389
H 1.1274 6.3553 -2.3897 0.0 0.0 0.0 0.4339
Cl -4.2031 -0.2348 -0.2873 0.0 0.0 0.0 -0.4055
Si -2.6139 0.7178 -1.3657 -0.2 -0.2 0.2 0.7261
Cl -3.6782 2.5215 -1.8785 0.0 0.1 0.0 -0.4293
Cl -2.6858 -0.1810 -3.2559 0.1 0.0 0.0 -0.3953
F 2.6616 1.3762 -3.5188 0.0 0.0 0.0 -0.3606
B 1.4783 0.7078 -3.1749 0.0 -0.1 0.1 0.0216
F 1.1738 1.0545 -1.8053 -0.1 0.3 -0.2 -0.1923
F 1.6695 -0.6826 -3.2311 0.1 -0.1 -0.1 -0.3123
F 0.4279 1.0896 -3.9995 0.0 0.0 0.0 -0.3832
Cl 0.9173 -0.4555 4.1906 0.0 0.0 0.0 -0.1773
C 2.3281 0.1946 3.4166 0.0 0.0 -0.1 0.5946
C 3.4917 0.2823 4.1571 0.0 0.0 0.0 -0.4667
C 4.6391 0.8036 3.5814 0.0 0.0 0.0 -0.7083
C 4.5908 1.2508 2.2702 0.0 0.0 0.0 -0.6783
C 3.4162 1.1776 1.5434 0.0 0.0 -0.1 1.1014
Cl 3.4056 1.8065 -0.0638 0.1 0.0 0.0 -0.0780
C 2.2295 0.6222 2.0736 0.0 -0.1 0.2 -0.9166
N 1.0826 0.5197 1.3709 -0.2 0.0 -0.2 0.5605
H 3.4875 -0.0725 5.1790 0.0 0.0 0.0 0.4287
H 5.5594 0.8621 4.1477 0.0 0.0 0.0 0.3453
H 5.4630 1.6795 1.7938 0.0 0.0 0.0 0.4725
```
Forces are in eV/Å.

## Properties
highest occupied orbital energy	-0.0944	Ha
energy above the lowest of the compared OMol25 structures with the same formula, charge and spin	0.738	eV
spin multiplicity	1
charge	-2

***

No. 2
Here is a structure of composition C40H33Br2IN2O2PRb from the OMol25 dataset. Energies are from the ωB97M-V functional and the def2-TZVPD basis.

XYZ file:
```
82
Properties=species:S:1:pos:R:3:forces:R:3:mulliken_charge:R:1
Rb -0.2905 -0.7888 -0.8630 0.5 0.2 -0.1 0.9548
N 0.6601 -2.4970 -3.9119 0.2 0.0 0.0 -0.3135
C 1.6401 -3.4685 -3.8502 0.0 0.1 0.0 0.0309
C 2.0854 -4.1782 -4.9396 0.0 0.0 0.0 -0.7086
C 3.1295 -5.1173 -4.8155 0.0 0.0 -0.1 -0.5290
C 3.7358 -5.3560 -3.6161 0.0 0.0 0.0 -0.9702
C 3.3060 -4.6421 -2.4713 0.0 0.0 0.0 1.0120
C 3.8789 -4.8253 -1.1915 0.0 0.0 0.0 -0.5999
C 3.4179 -4.0988 -0.1338 0.0 0.0 0.0 -0.7797
C 2.3731 -3.1765 -0.3498 0.0 0.0 -0.1 0.3650
N 1.8130 -2.9724 -1.5176 0.1 -0.1 0.1 0.0296
C 2.2630 -3.6979 -2.5797 0.0 0.1 0.0 0.1980
H 0.0008 -2.5469 -4.6681 0.0 -0.1 -0.1 0.2817
H 0.2147 -2.3476 -3.0265 -0.3 0.0 0.1 0.1292
H 1.6267 -4.0130 -5.9079 0.0 0.0 0.0 0.3418
H 3.4491 -5.6580 -5.6990 0.0 0.0 0.0 0.3775
H 4.5382 -6.0797 -3.5211 -0.1 0.1 0.0 0.3680
H 4.6818 -5.5455 -1.0707 0.0 0.0 0.0 0.4106
H 3.8310 -4.2138 0.8609 0.0 0.0 -0.1 0.4039
H 1.9972 -2.5948 0.4881 0.0 0.0 0.0 -0.0644
Br -1.1718 0.8664 -3.7813 -0.1 0.1 -0.1 -0.1539
C -2.9856 0.8073 -3.1020 0.2 0.0 0.1 0.0552
Br -3.1280 1.5141 -1.3156 0.0 0.0 0.0 -0.0189
H -3.2543 -0.2371 -3.0571 0.0 -0.1 0.0 -0.2700
H -3.5950 1.4103 -3.7548 -0.1 0.0 -0.1 0.5101
C -3.7321 -1.7773 2.4070 -0.1 0.0 0.0 -1.5644
C -3.1391 -1.9615 1.0186 0.0 -0.1 -0.1 0.8642
O -1.9131 -1.8483 0.9245 -0.2 0.0 0.2 -0.4101
C -4.0121 -2.2798 -0.1022 0.0 0.0 0.0 0.1913
C -5.3524 -2.6410 0.1719 0.1 0.0 0.0 -0.5122
C -6.2392 -3.0189 -0.8029 0.0 0.0 0.0 -0.8508
C -5.7906 -3.0431 -2.1363 0.1 0.0 0.0 -0.3561
C -4.5076 -2.6880 -2.4570 -0.1 0.0 0.1 -0.4006
C -3.5478 -2.2674 -1.4739 0.0 0.1 0.1 -0.2075
O -2.3983 -1.8666 -1.8484 -0.4 -0.3 -0.1 -0.4248
H -4.0812 -2.7313 2.8110 0.0 0.0 0.0 0.5011
H -4.5825 -1.0931 2.4044 0.0 0.0 0.0 0.3825
H -2.9473 -1.3921 3.0556 0.0 0.0 0.0 0.2084
H -5.6927 -2.6383 1.2008 0.0 0.0 0.0 0.3031
H -7.2547 -3.3002 -0.5530 0.1 0.0 0.0 0.3822
H -6.4693 -3.3503 -2.9253 0.0 0.0 0.0 0.3837
H -4.1600 -2.7166 -3.4841 0.0 0.0 0.0 0.4398
I 0.5632 -0.9598 2.6272 -0.1 0.1 0.1 0.0768
C 2.2396 0.1403 3.2575 0.0 0.1 0.0 0.1142
C 3.1947 -0.6245 3.8717 0.0 0.0 0.0 -0.5654
C 4.2840 -0.0474 4.5526 0.0 0.0 0.0 -0.8426
C 4.3453 1.3061 4.6687 0.0 0.0 0.0 -0.8137
C 3.3754 2.1309 4.0458 0.0 0.0 0.0 0.7924
C 3.4549 3.5293 4.2539 0.0 0.0 0.0 -0.8307
C 2.5534 4.3726 3.6831 0.0 0.0 0.0 -1.0354
C 1.5997 3.8419 2.7950 0.0 -0.1 0.1 -0.0305
C 1.4901 2.4980 2.5249 0.0 0.1 0.0 0.6198
P 0.4561 2.0705 1.0405 0.1 -0.1 0.1 0.6465
C -1.1671 2.8181 1.4499 -0.1 0.0 0.1 1.1063
C -2.1201 1.9484 1.9886 0.0 0.0 0.0 -0.4274
C -3.3866 2.4061 2.3292 0.0 0.0 0.0 -0.4041
C -3.7226 3.7367 2.1188 0.0 0.0 0.0 -0.5547
C -2.7892 4.6054 1.5688 0.0 0.0 0.0 -0.8667
C -1.5197 4.1498 1.2368 0.0 0.0 0.0 0.0034
C 1.1619 3.1999 -0.2157 0.0 0.1 0.0 0.2857
C 2.5021 3.5873 -0.1978 0.0 0.0 0.0 -0.4907
C 3.0515 4.2859 -1.2657 0.0 0.0 0.0 -0.6352
C 2.2735 4.6046 -2.3705 0.0 0.0 0.0 -0.5395
C 0.9423 4.2110 -2.4058 -0.1 0.0 0.0 -0.7334
C 0.3929 3.5090 -1.3413 0.1 0.0 0.0 -0.5342
C 2.3325 1.5730 3.2407 0.0 0.0 0.0 -0.0140
H 3.0903 -1.7021 3.8749 0.0 0.0 0.0 0.4222
H 5.0243 -0.6869 5.0171 0.0 0.0 0.0 0.3885
H 5.1304 1.7857 5.2436 0.0 0.0 0.0 0.3467
H 4.2485 3.9044 4.8922 -0.1 0.0 0.0 0.3555
H 2.5937 5.4408 3.8604 0.0 -0.1 0.0 0.4183
H 0.9618 4.5363 2.2642 0.0 0.0 0.0 0.2584
H -1.8698 0.9006 2.1257 0.0 0.1 0.0 -0.0841
H -4.1144 1.7167 2.7439 0.1 0.1 0.0 0.3912
H -4.7141 4.0936 2.3729 0.1 0.0 0.0 0.3880
H -3.0505 5.6419 1.3886 0.0 -0.1 0.0 0.3943
H -0.8108 4.8311 0.7833 0.0 0.0 0.0 0.3557
H 3.1254 3.3488 0.6560 0.0 0.0 0.0 0.3945
H 4.0942 4.5808 -1.2310 -0.1 0.0 0.0 0.4187
H 2.7044 5.1518 -3.2009 0.0 0.0 0.0 0.3813
H 0.3252 4.4412 -3.2681 0.1 0.0 0.1 0.4338
H -0.6433 3.1929 -1.3951 0.0 0.0 0.0 0.4199
```
Forces are in eV/Å.

## Properties
highest occupied orbital energy	-0.2545	Ha
energy above the lowest of the compared OMol25 structures with the same formula, charge and spin	0.590	eV
spin multiplicity	1
charge	0

***

No. 3
Here is a structure of composition C40H33N2PPdSe2Te from the OMol25 dataset. Energies are from the ωB97M-V functional and the def2-TZVPD basis.

XYZ file:
```
80
Properties=species:S:1:pos:R:3:forces:R:3:mulliken_charge:R:1
Pd 0.3705 1.2199 -0.3114 0.0 -0.1 -0.1 0.1332
Se 1.3723 4.1310 -0.2398 0.0 0.0 0.0 0.0103
Se 2.4434 2.4988 -1.5777 0.0 0.0 0.0 0.1065
C 3.0842 1.1914 -0.2918 0.0 0.0 0.0 -0.2223
C 4.4350 1.0310 -0.0787 0.0 0.0 0.0 -0.8461
C 4.8445 0.0234 0.7889 0.0 0.0 0.0 -0.5369
C 3.8885 -0.7701 1.3951 0.0 0.0 0.0 -1.1352
C 2.5479 -0.5485 1.1229 0.0 0.0 0.0 0.0223
N 2.1574 0.4183 0.2921 0.0 0.0 0.0 1.2787
C -0.4254 3.8786 -0.8930 0.0 0.0 0.0 -0.0654
C -1.1174 4.9830 -1.3528 0.0 0.0 0.0 -0.8079
C -2.4097 4.8111 -1.8320 0.0 0.0 0.0 -0.3952
C -2.9527 3.5388 -1.8663 0.0 0.0 0.0 -1.0922
C -2.2019 2.4801 -1.3914 0.0 0.0 0.0 -0.3892
N -0.9728 2.6476 -0.8932 0.0 0.0 0.0 0.6516
H 5.1427 1.6774 -0.5784 0.0 0.0 0.0 0.5724
H 5.8971 -0.1307 0.9857 0.0 0.0 0.0 0.4928
H 4.1645 -1.5600 2.0793 0.0 0.0 0.0 0.5765
H 1.7731 -1.1504 1.5753 0.0 0.0 0.0 0.1118
H -0.6423 5.9539 -1.3558 0.0 0.0 0.0 0.5292
H -2.9705 5.6615 -2.1961 0.0 0.0 0.0 0.4477
H -3.9442 3.3569 -2.2547 0.0 0.0 0.0 0.5290
H -2.5865 1.4696 -1.3881 0.0 0.0 0.0 0.7006
Te 0.2406 -0.1513 -3.1878 0.0 0.1 0.1 0.6826
C -0.5882 -2.0897 -3.1506 0.0 0.0 0.0 0.2474
C 0.1226 -3.1953 -3.6007 0.0 0.0 0.0 -0.3230
C -0.4831 -4.4450 -3.5968 0.0 0.0 0.0 -0.6017
C -1.7945 -4.5896 -3.1646 0.0 0.0 0.0 -0.6782
C -2.5072 -3.4793 -2.7337 0.0 0.0 0.0 -0.5204
C -1.9038 -2.2296 -2.7199 0.0 0.0 0.0 -0.3410
C 2.2697 -0.6738 -3.0023 0.0 0.0 0.0 0.3310
C 2.6897 -1.6655 -2.1188 0.0 0.0 0.0 -0.2005
C 4.0378 -1.9742 -2.0216 0.0 0.0 0.0 -0.7597
C 4.9737 -1.2760 -2.7779 0.0 0.0 0.0 -0.6798
C 4.5578 -0.2770 -3.6441 0.0 0.0 0.0 -0.5565
C 3.2038 0.0175 -3.7693 0.0 0.0 0.0 -0.7528
H 1.1368 -3.0923 -3.9646 0.0 0.0 0.0 0.5299
H 0.0690 -5.3057 -3.9507 0.0 0.0 0.0 0.4243
H -2.2637 -5.5640 -3.1760 0.0 0.0 0.0 0.4187
H -3.5346 -3.5847 -2.4101 0.0 0.0 0.0 0.4229
H -2.4680 -1.3670 -2.3790 0.0 0.0 0.0 0.3247
H 1.9643 -2.2101 -1.5243 0.0 0.0 0.0 0.4633
H 4.3600 -2.7668 -1.3578 0.0 0.0 0.0 0.5031
H 6.0239 -1.5274 -2.7061 0.0 0.0 0.0 0.4687
H 5.2798 0.2541 -4.2506 0.0 0.0 0.0 0.4710
H 2.8810 0.7604 -4.4890 0.0 0.0 0.0 0.5185
C -5.2781 1.4396 0.8035 0.0 0.0 0.0 -0.6152
C -4.7739 0.1914 0.4636 0.0 0.0 0.0 -0.7180
C -3.4394 -0.1082 0.7002 0.0 0.0 0.0 -0.2506
C -2.6042 0.8523 1.2715 0.0 0.0 0.0 0.5788
C -3.1142 2.1075 1.6087 0.0 0.0 0.0 -0.3842
C -4.4498 2.3946 1.3815 0.0 0.0 0.0 -0.8951
P -0.8441 0.5330 1.4794 0.0 0.0 0.0 2.2438
C -0.6236 -1.2509 1.6191 0.0 0.0 0.0 -0.2183
C -0.5739 -2.0007 0.4437 0.0 0.0 0.0 0.6132
C -0.4020 -3.3741 0.4960 0.0 0.0 0.0 -0.6284
C -0.2615 -4.0030 1.7274 0.0 0.0 0.0 -0.8159
C -0.2984 -3.2595 2.9003 0.0 0.0 0.0 -0.8894
C -0.4791 -1.8841 2.8532 0.0 0.0 0.0 -0.5205
C -0.3582 1.3033 3.0285 0.0 0.0 0.0 0.4118
C -1.2078 1.2130 4.1354 0.0 0.0 0.0 -0.6031
C -0.8177 1.7527 5.3494 0.0 0.0 0.0 -0.8103
C 0.4133 2.3870 5.4656 0.0 0.0 0.0 -0.6312
C 1.2560 2.4851 4.3681 0.0 0.0 0.0 -0.8661
C 0.8719 1.9462 3.1491 0.0 0.0 0.0 -0.4371
H -6.3223 1.6643 0.6312 0.0 0.0 0.0 0.4505
H -5.4252 -0.5570 0.0321 0.0 0.0 0.0 0.5033
H -3.0583 -1.0917 0.4551 0.0 0.0 0.0 0.4158
H -2.4717 2.8548 2.0598 0.0 0.0 0.0 0.5439
H -4.8474 3.3615 1.6599 0.0 0.0 0.0 0.4655
H -0.6604 -1.5101 -0.5175 0.0 0.0 0.0 0.1356
H -0.3799 -3.9451 -0.4246 0.0 0.0 0.0 0.3606
H -0.1223 -5.0748 1.7750 0.0 0.0 0.0 0.4592
H -0.1876 -3.7515 3.8573 0.0 0.0 0.0 0.4567
H -0.4961 -1.3140 3.7727 0.0 0.0 0.0 0.4673
H -2.1729 0.7284 4.0478 0.0 0.0 0.0 0.5557
H -1.4760 1.6834 6.2048 0.0 0.0 0.0 0.4547
H 0.7116 2.8120 6.4146 0.0 0.0 0.0 0.4410
H 2.2084 2.9900 4.4589 0.0 0.0 0.0 0.4684
H 1.5199 2.0447 2.2872 0.0 0.0 0.0 0.1927
```
Forces are in eV/Å.

## Properties
highest occupied orbital energy	-0.4628	Ha
energy above the lowest of the compared OMol25 structures with the same formula, charge and spin	0.401	eV
spin multiplicity	1
charge	+2

***

no.,molecular weight (g/mol),frontier orbital gap (eV)
1,1212.7,6.677
2,976.9,6.855
3,964.6,6.095